Entry 1:
This record from the OMol25 dataset describes a molecular structure, C38H70N9O3Pb2 at a distorted geometry. The level of theory is wB97M-V/def2-TZVPD.

## Properties
* HOMO: -10.0 eV
* lowest unoccupied orbital energy: -1.84 eV
* total charge: +1
* energy above the lowest of the compared OMol25 structures with the same formula, charge and spin: 1.4 kcal per mole

Atoms and positions in Å:
C -13.1869 -20.2531 19.4576
C -10.7139 -13.4023 22.2978
H -18.0761 -18.2616 23.1228
H -19.4215 -16.2757 16.2149
C -15.7668 -19.2278 16.6033
C -17.3463 -21.4020 21.9060
H -14.8673 -20.9748 14.4751
C -17.3250 -16.4928 22.3692
H -13.8018 -12.9067 12.6561
Pb -13.5768 -11.8763 19.0749
H -16.6602 -18.7564 17.0128
H -14.8767 -14.4896 14.8371
H -16.4856 -11.5636 20.8542
H -10.9222 -14.3528 21.8066
C -18.4269 -12.5592 20.4134
H -19.8448 -13.2878 16.9882
H -10.4014 -14.6954 19.1775
H -16.8476 -15.3352 26.1411
H -13.5803 -12.5765 23.2717
H -15.9822 -21.2007 20.0571
H -11.3016 -13.3903 23.2157
H -11.4657 -21.3434 20.2598
H -14.8021 -13.8160 23.2531
H -11.5991 -17.5663 25.8700
N -11.3460 -11.3704 20.7880
H -13.6912 -15.3866 15.7113
C -9.2487 -13.4291 22.7595
C -13.5975 -18.7969 19.2805
C -19.1638 -15.2228 16.1001
H -10.1333 -19.4984 21.1021
H -15.4585 -22.4783 15.0905
H -17.4091 -10.7610 19.6584
H -12.3699 -15.3861 26.5322
H -13.1516 -14.9950 25.0356
C -19.9248 -14.3701 17.0894
C -18.1060 -17.2010 23.3728
H -9.0993 -14.2349 23.4781
N -16.6553 -16.1618 18.3787
H -12.0565 -18.6746 23.8535
H -17.3609 -20.1447 20.0419
H -9.0195 -11.2020 22.9080
C -15.1996 -18.3511 15.5794
H -11.1144 -16.5047 24.6453
H -12.2074 -12.7316 13.3657
C -8.8683 -12.1244 23.4686
C -16.6325 -20.6123 20.7044
C -12.7078 -17.8538 24.1536
C -15.1538 -21.4781 15.3984
H -10.6940 -19.0783 19.4557
H -17.8120 -20.7059 22.6035
H -7.8233 -12.0965 23.7773
C -15.2582 -21.2991 23.2104
H -18.0182 -17.5119 25.5511
H -16.9986 -14.7960 24.4572
H -16.8403 -22.5334 23.7006
N -12.9991 -12.4691 16.3851
H -17.8005 -13.2985 19.9142
C -17.0928 -15.6749 17.4271
H -8.5829 -13.5363 21.9032
H -20.9858 -14.5889 16.9687
N -18.3758 -9.6427 22.2996
H -13.8298 -16.2540 26.0256
H -19.5009 -14.9426 15.1021
H -9.4589 -12.0903 24.3842
H -16.0796 -23.1019 22.2785
H -12.8543 -20.5956 18.4777
H -15.2806 -12.1518 23.0231
C -13.0549 -14.7508 13.6914
C -13.1417 -17.1769 22.9435
H -18.1214 -13.3172 22.4201
H -12.4508 -20.5690 21.4915
C -11.0427 -12.2754 21.4408
C -12.0154 -16.9109 25.1050
H -16.3408 -13.2015 18.1216
O -15.5036 -13.4061 18.5818
C -11.2615 -14.9258 18.5488
H -11.4431 -18.3452 20.8260
C -11.0025 -19.2806 20.4814
C -12.0642 -20.4590 20.4783
C -13.3822 -13.3524 15.7688
H -18.4283 -15.0584 25.3263
N -14.7672 -17.6048 14.8112
H -19.1163 -16.7961 23.4309
C -17.5064 -16.9120 24.7986
C -18.9499 -13.1359 21.7354
N -14.3250 -20.6790 23.5537
H -19.7286 -12.5100 22.1711
N -13.8845 -17.6985 19.1680
N -16.6930 -15.9193 21.5747
C -14.5056 -12.8792 22.7814
H -12.0638 -15.1449 13.9161
O -12.4286 -14.2095 18.9582
H -13.5118 -15.5326 13.0847
C -16.2279 -20.6710 16.0794
H -16.6685 -21.1875 16.9322
H -17.0400 -15.5049 15.4351
C -12.8731 -13.4366 12.8677
C -13.8032 -14.5568 15.0135
H -19.4286 -14.0928 21.5272
H -12.4538 -13.6808 11.8916
H -10.7944 -14.7491 17.5799
H -17.3959 -14.0006 16.2478
O -14.2640 -13.0726 21.4363
H -16.5036 -17.3391 24.7923
H -13.5351 -18.3100 24.6974
C -17.9587 -10.3800 21.5732
H -14.0154 -20.9292 19.6692
H -19.2374 -12.3552 19.7137
C -17.5133 -11.3100 20.5942
C -17.4177 -15.4527 25.2196
N -13.4672 -16.6550 21.9669
H -14.2808 -21.6388 16.0311
C -16.3518 -22.1801 22.7925
H -17.0863 -20.5513 15.4185
H -11.4739 -15.9919 18.6291
C -17.6588 -15.0578 16.2132
H -16.0808 -19.7364 21.0457
H -19.6980 -14.6778 18.1102
H -14.9720 -19.2927 17.3463
H -18.0297 -22.1384 21.4832
C -12.8857 -15.8316 25.6816
Pb -14.6340 -15.2349 19.9926

=====

Entry 2:
This record from the OMol25 dataset describes 13 unconnected molecules or ions with the total composition C38H76Br14O18 at a distorted geometry. The level of theory is wB97M-V/def2-TZVPD.

## Properties
* HOMO: -10.2 eV
* lowest unoccupied orbital energy: 0.26 eV

Atoms and positions in Å:
H 13.8505 17.1444 23.7701
O 11.8117 15.5807 14.2096
C 9.2427 11.5836 19.1028
O 13.5993 15.7556 10.5282
O 10.3344 9.4235 12.6121
Br 13.6341 12.5695 21.4830
H 8.1558 9.7797 13.8724
O 13.2733 16.7093 15.3229
Br 16.5393 10.0553 13.4888
C 16.7739 14.9177 11.2949
Br 15.6138 8.1809 16.4795
H 19.0760 18.5789 25.6453
H 17.0891 18.3199 15.0949
H 15.2480 10.2088 22.1509
H 9.9004 11.7127 18.2263
Br 19.5580 9.3721 18.2892
C 14.8164 12.8928 18.0353
H 7.5087 12.5439 20.0422
H 9.7077 14.0968 12.1176
H 20.9717 14.2111 24.4944
H 17.7415 17.7885 13.4783
H 17.4434 12.0189 12.3187
C 19.1965 18.5268 19.1717
Br 16.2140 11.9578 9.2286
H 14.5840 11.1884 15.8266
H 10.1891 10.7866 15.2817
H 15.7322 10.5214 20.3706
H 18.4434 12.7744 17.3429
H 14.9934 10.6691 11.0226
Br 13.5625 17.3509 19.7441
O 9.0038 11.2468 12.6871
H 15.2739 12.3595 11.4624
C 13.1247 15.6402 14.5407
C 12.1967 15.9664 19.4380
H 15.4537 15.3966 22.4221
H 14.7093 16.7869 16.8528
Br 19.9571 15.8754 22.3756
H 18.8308 18.4247 14.6131
H 18.8352 20.0262 24.4964
H 16.1751 13.9793 20.4535
H 16.9328 14.2532 14.9791
H 9.7965 15.5951 13.0752
H 15.2432 16.1631 15.3123
H 8.7738 13.6619 19.4420
C 17.8655 12.7346 16.4228
H 11.8489 16.8930 17.5354
H 19.3718 14.8538 25.0336
H 13.4865 15.4703 24.2659
H 13.2367 18.2270 10.1163
H 21.6610 16.5325 24.0036
H 18.3330 7.4389 17.4388
C 13.6769 11.8148 15.4840
H 19.5630 19.2507 18.4367
O 16.3640 16.9452 23.2911
H 17.8425 19.8934 20.1228
C 12.3190 17.6758 10.0000
H 16.6249 9.0437 18.6176
O 17.4812 16.5581 25.2829
H 20.0858 17.9341 19.4630
C 14.9994 10.1736 21.0710
H 11.4519 18.3367 10.4202
Br 14.9538 8.2428 20.7530
C 19.0635 15.9100 15.0163
H 17.1499 14.6126 19.0247
H 11.5777 15.8375 10.8624
O 17.9384 16.5543 15.0684
O 13.9164 14.8552 14.1643
O 15.2977 14.0391 18.5777
H 11.8938 10.1039 10.5212
H 12.6070 16.8778 11.9937
H 18.4942 12.1708 15.6984
C 16.4179 13.8171 19.4360
H 17.1927 15.8344 10.8777
C 20.6106 16.3268 24.1071
C 14.6868 15.8513 11.2129
H 12.0864 12.9695 16.2669
C 10.1116 10.5769 12.3382
H 17.2206 14.1313 10.7331
Br 7.2067 12.8225 17.6881
C 20.4149 15.0355 24.9094
H 12.7508 10.2706 21.2996
H 12.5666 11.7177 10.6452
H 16.8598 12.3119 16.5224
H 12.5810 10.5788 12.0853
C 14.2650 16.2595 24.1884
C 11.9118 15.9416 17.9799
H 9.3736 12.3097 15.2057
H 17.1506 14.8999 16.5570
H 11.4164 16.2578 20.1581
C 8.3282 10.8802 13.9130
H 12.6173 15.0404 19.7276
H 14.0656 12.5955 14.8052
H 17.6456 10.4705 11.3122
H 13.0292 11.1856 14.8532
O 15.1685 11.7714 18.0390
Br 10.2595 14.8731 17.5758
C 13.6335 10.7068 20.8009
C 18.2632 8.5306 17.1694
H 16.9970 14.9295 12.4208
C 11.4983 14.4174 13.3940
C 8.2676 12.6884 19.2378
H 12.2135 17.4336 8.9445
O 15.3905 14.7492 11.0088
H 8.5901 11.0547 16.1034
C 17.1697 17.2750 24.3387
Br 21.1879 15.5258 26.6558
C 17.8703 17.8870 14.5601
C 18.3875 19.2297 25.0607
C 15.5477 15.7651 23.4142
C 17.6296 14.1981 15.8479
H 17.6001 19.5586 25.7753
C 10.0290 14.5543 13.0499
H 16.7873 12.8405 19.1467
C 12.9295 12.3954 16.6427
C 9.2066 11.2540 15.1811
C 16.9840 11.0939 11.8740
C 16.9532 9.1651 17.5532
H 12.0646 14.4549 12.4211
Br 17.9258 17.2839 18.3444
H 14.7157 16.4427 25.1393
H 12.6449 11.7286 17.3964
H 9.3382 14.1509 13.8384
H 7.3667 11.3709 13.8921
Br 19.9019 20.2206 21.3313
H 20.0963 17.1534 24.5145
H 14.9854 17.9835 15.6255
C 15.7394 11.4783 11.0621
C 12.0848 10.9249 11.2193
H 11.7486 13.6001 14.0073
C 14.6388 16.9019 15.7882
H 8.8093 10.5683 19.0637
C 18.5450 19.1510 20.3936
H 18.5351 8.7447 16.1270
H 16.1281 15.0825 24.0681
H 13.4499 10.8743 19.7248
O 17.5954 18.5094 24.0507
O 20.0655 16.4300 14.5959
O 18.9267 14.6746 15.4946
H 18.1451 18.5231 21.1732
O 15.0182 16.8386 11.8914
C 12.4808 16.5045 10.9648
O 10.8146 11.4461 11.5658
O 13.7605 13.3604 17.3660
Br 10.3260 11.7915 20.6879
H 16.9599 10.1868 17.3293
H 12.7080 15.4372 17.5076

=====

Entry 3:
This record from the OMol25 dataset describes 14 unconnected molecules or ions with the total composition C38H76Br18O10S5 at a distorted geometry. The level of theory is wB97M-V/def2-TZVPD.

## Properties
* HOMO: -10.0 eV
* lowest unoccupied orbital energy: -0.16 eV

Atoms and positions in Å:
H 31.7719 28.4018 28.5876
H 31.1239 13.7023 37.3221
H 42.7118 20.5525 33.4106
H 36.1312 19.2297 29.4096
H 24.0121 21.2689 32.7615
O 34.4370 19.8786 34.7328
Br 41.7194 24.2314 39.8489
C 43.0097 20.0524 34.3321
C 26.2040 22.8880 38.6548
H 31.2968 16.1929 30.0539
C 32.9267 26.9782 29.7191
H 27.6174 14.7406 28.3770
H 27.9967 16.4078 28.1614
H 36.0828 17.1584 43.2858
Br 35.6765 11.2302 36.2476
H 30.3176 17.0950 28.8870
O 37.9530 15.9476 39.4385
C 30.5683 16.0978 29.2487
H 29.7832 23.4457 45.6255
H 37.8786 30.0031 36.0617
H 37.8289 18.4637 29.3792
H 38.2030 15.4586 42.0628
S 41.3166 20.0243 35.1380
H 27.5716 20.5208 31.1022
C 26.6626 20.8390 31.6127
H 39.0629 23.0340 40.8706
H 25.1167 19.4771 31.3243
C 29.2766 15.4315 29.6923
H 37.5377 16.5572 43.9406
C 37.1873 18.1475 40.8321
C 30.3999 22.6228 45.9869
H 39.2305 27.8600 35.6789
H 24.6168 23.7065 39.8749
O 27.0882 23.0185 33.1718
H 43.7450 20.6752 34.8416
O 41.4835 19.7710 36.5882
C 32.8086 28.2712 28.8977
Br 36.7993 18.5196 27.0742
C 33.3310 22.0222 37.4096
Br 32.0856 27.2784 31.4957
H 32.0299 26.6593 41.8890
H 33.3447 19.8181 37.3492
H 33.1857 29.0964 29.5019
H 38.6856 24.6449 40.0066
H 32.2951 26.2819 29.1675
C 37.1313 15.6577 42.0622
H 33.4554 22.8461 34.1285
C 33.7884 22.3960 35.0638
Br 28.5937 22.4475 48.2825
Br 35.8231 13.7751 32.1846
O 35.4723 16.2274 39.8775
C 40.4566 24.4710 41.2876
C 30.4834 27.3284 40.2640
H 40.8790 23.9368 42.1386
C 39.0516 24.1237 40.8912
H 37.8906 18.5523 40.1044
H 38.2924 20.9025 29.8832
S 36.8878 16.3443 40.3460
C 37.1310 19.1978 28.9765
H 35.7945 11.1660 33.8847
C 41.9486 18.0089 33.4716
H 31.7147 28.3363 41.9137
C 40.7956 18.3246 34.3543
C 24.2261 21.4003 31.7008
O 27.3333 23.2365 30.6489
H 38.8594 18.0255 42.2028
H 30.4024 28.2815 39.7414
H 37.5654 18.9789 42.8499
H 30.5145 16.2315 36.6637
H 36.1642 18.5236 40.8266
H 23.3153 21.4430 31.1037
H 39.9154 18.6339 33.7906
H 36.9702 29.5958 34.5427
H 34.4080 13.0076 34.1817
C 25.1429 22.7600 39.7500
Br 37.7763 24.5123 42.4106
Br 39.2866 30.2151 33.9436
C 36.1785 11.9659 34.5178
H 26.7030 20.5319 32.6578
H 34.8747 22.3452 35.1369
H 41.8336 18.4686 32.4900
H 40.4549 17.8661 35.2827
H 43.4683 18.0931 34.9787
C 37.8844 20.6369 28.9079
H 25.7833 23.4314 37.8088
S 29.7084 14.9634 27.0924
H 29.3515 14.4099 30.0650
O 29.5954 15.9753 26.0090
C 24.8638 22.7815 31.5673
H 38.7209 20.6812 28.2104
C 35.4760 13.2237 34.1527
C 38.1781 28.0390 35.4585
C 31.1746 15.2292 28.1670
H 34.3650 22.0242 37.7543
H 33.9471 26.6593 29.9313
Br 30.1802 16.0242 39.1760
H 28.7538 21.3133 45.8915
Br 36.6639 22.0601 28.3708
C 32.8406 20.6538 36.8637
S 26.6949 22.6456 31.8048
C 29.4471 21.5827 46.6882
H 24.7960 23.1129 30.5311
C 37.0914 16.8648 42.9949
H 24.3870 21.9932 39.5807
H 42.0730 16.9388 33.3053
S 33.2449 20.6134 35.0474
H 33.7258 24.0114 36.4617
H 40.6054 25.5096 41.5830
H 31.4550 14.2188 28.4647
Br 33.3148 27.6612 40.0675
H 37.5221 27.6131 36.2177
C 37.7732 18.0725 42.2814
O 31.9955 20.4633 34.3092
H 32.0268 15.6708 27.6503
H 28.8140 15.7798 36.9746
C 37.9017 29.4922 35.0991
H 25.2674 20.5911 29.9739
Br 33.8545 27.9795 27.1716
H 30.1421 13.9825 35.8730
Br 28.7070 12.9103 37.5659
H 35.6750 14.0507 34.8343
O 40.4704 21.1342 34.5915
H 27.1169 23.3890 38.9768
Br 37.7717 26.9586 33.8468
Br 26.6995 21.0906 38.0976
Br 28.9158 27.0375 41.3276
C 33.1980 23.0769 36.2711
C 30.1908 14.1271 36.9523
H 36.6966 14.6741 42.2401
O 29.6700 13.5756 26.7335
H 28.8412 15.9777 30.5291
C 28.4455 15.4482 28.4180
H 24.4393 23.6392 32.0892
C 43.2418 18.5676 34.0239
H 30.6775 26.5703 39.5053
C 31.7152 27.4780 41.2419
H 32.7069 22.3059 38.2571
C 29.8519 15.5984 37.2538
Br 25.9640 22.3040 41.4855
H 29.9233 20.6650 47.0333
H 31.1936 23.0592 46.5932
H 31.7712 20.5483 37.0464
C 25.2786 20.5225 31.0617
H 32.1383 23.2701 36.1048
H 37.2647 12.0408 34.4663
Br 31.2134 21.7308 44.4275
H 44.0917 18.4358 33.3543

=====

Look up the HOMO of the third one. -10.0 eV